[1]
{
  "formula": "C45H53N5O5P2S3Se3TeTl",
  "method": "ωB97M-V with the def2-TZVPD basis set",
  "homo_ev": [-9.74, -9.78],
  "de_lowest_kj_mol": 165.7,
  "gap_ev": [5.75, 5.74],
  "charge": 1,
  "total_energy_ha": -11918.6170,
  "lumo_energy_ev": [-4.00, -4.04],
  "elements": ["Tl", "Te", "Se", "Se", "Se", "S", "S", "S", "P", "P", "O", "O", "O", "O", "O", "N", "N", "N", "N", "N", "C", "C", "C", "C", "C", "C", "C", "C", "C", "C", "C", "C", "C", "C", "C", "C", "C", "C", "C", "C", "C", "C", "C", "C", "C", "C", "C", "C", "C", "C", "C", "C", "C", "C", "C", "C", "C", "C", "C", "C", "C", "C", "C", "C", "C", "H", "H", "H", "H", "H", "H", "H", "H", "H", "H", "H", "H", "H", "H", "H", "H", "H", "H", "H", "H", "H", "H", "H", "H", "H", "H", "H", "H", "H", "H", "H", "H", "H", "H", "H", "H", "H", "H", "H", "H", "H", "H", "H", "H", "H", "H", "H", "H", "H", "H", "H", "H", "H"],
  "xyz": [[1.65024, -0.14415, 1.13408], [0.76176, 2.68381, 2.23782], [2.15235, 4.50149, 1.61903], [2.10483, 1.84035, 4.21547], [1.38927, -0.26243, 4.41213], [1.70303, 0.40891, -3.75975], [-1.93402, 2.54496, -2.26767], [-1.79917, -0.17672, 0.60750], [3.83903, -3.05235, 0.76507], [5.27079, -0.62132, 0.01132], [-0.59404, -0.80362, -0.04297], [4.33128, 0.18604, 0.80804], [5.07541, -2.21575, 0.12555], [2.52035, -2.49001, 0.38547], [-1.04300, 1.86247, -1.28264], [6.81977, -0.43236, 0.56202], [5.09301, -0.38965, -1.62127], [4.25029, -3.15608, 2.36436], [4.02298, -4.56299, 0.17437], [1.95532, 0.86756, -1.27433], [-7.75923, 2.70064, -0.67687], [7.90144, -1.20714, -0.03418], [-1.46281, 6.85127, -0.75813], [5.23234, -5.33239, 0.42547], [-3.92680, -0.25358, -1.27712], [-4.33038, 1.19927, -1.25980], [-1.89606, 5.83242, 0.08987], [-5.60363, -3.22662, -2.88963], [-5.68976, 1.39748, -0.77745], [-4.72535, -1.04982, -2.18933], [1.96905, 2.08795, -1.89470], [7.22050, 0.87216, 1.08338], [-1.82259, -2.67068, 6.12754], [3.08134, -5.14421, -0.77018], [-3.06341, -2.34417, -0.36339], [-6.33200, 0.42797, 0.03657], [-1.09625, -2.66342, 3.71445], [5.41819, -1.39313, -2.62457], [4.92343, -2.07915, 3.08985], [-1.12287, -2.13610, 2.43179], [-6.45685, -1.22343, -3.88230], [-1.30002, 8.25990, -0.26084], [-3.10221, -0.92940, -0.39992], [-1.82536, 4.26241, -1.71317], [3.22783, -3.82252, 3.17405], [-1.99012, -1.09559, 2.14184], [-2.81533, -0.57261, 3.12902], [1.84254, 2.03914, -3.24406], [-5.57884, -0.46480, -3.16223], [-4.47484, 3.42117, -2.20195], [-6.41784, 2.56523, -1.10080], [1.81902, -0.10023, -2.12772], [-3.85865, -3.08935, -1.16787], [-5.79168, 3.54119, -1.90665], [-2.79128, -1.11819, 4.40044], [-2.07235, 4.54188, -0.37724], [-1.21089, 6.54229, -2.09157], [-8.35960, 1.72629, 0.06562], [-1.91731, -2.15764, 4.71804], [5.37672, 0.98105, -2.04291], [-4.71557, -2.46151, -2.09664], [-7.62268, 0.59271, 0.45450], [-3.69766, 2.29149, -1.80779], [-1.39544, 5.25560, -2.57434], [-6.49163, -2.62247, -3.72937], [5.79758, -5.47997, -0.49901], [-8.07910, -0.15269, 1.09228], [4.80855, -1.20696, -3.51146], [-4.00028, 4.18113, -2.80421], [-3.86000, -4.17046, -1.10240], [-0.46067, -2.51194, 1.65997], [6.34147, 1.39202, 1.45716], [-9.39308, 1.82386, 0.37040], [4.83716, 1.19259, -2.96733], [4.21472, -1.32951, 3.45583], [-2.12694, 8.87909, -0.61377], [-7.21214, -3.21203, -4.28028], [5.85530, -4.80383, 1.14327], [7.92634, 0.73281, 1.90461], [2.74336, -6.11954, -0.41252], [-5.78759, -0.45551, 0.33950], [-3.43739, -0.70869, 5.16751], [3.70196, -4.28050, 4.04317], [5.03697, 1.67240, -1.27179], [-3.47114, 0.26028, 2.89791], [7.70295, 1.48805, 0.31706], [5.18015, -2.38580, -2.25036], [-5.54988, 0.60213, -3.33199], [2.46651, -3.11838, 3.52693], [5.43600, -2.51615, 3.94867], [2.08317, 2.98711, -1.30642], [3.53572, -5.27827, -1.75625], [2.74542, -4.60253, 2.58444], [-2.80748, -2.77233, 6.58158], [1.77203, -1.14376, -1.84604], [8.64793, -1.41808, 0.73349], [4.98223, -6.31348, 0.83596], [5.65792, -1.58761, 2.46023], [-2.41411, -2.81601, 0.35879], [-0.86535, 7.31677, -2.76563], [6.47251, -1.36212, -2.92141], [-5.56963, -4.30574, -2.80162], [2.22396, -4.48334, -0.86617], [-0.37417, 8.69734, -0.63350], [-8.29949, 3.59842, -0.95134], [-0.40603, -3.46705, 3.94494], [-2.10424, 6.05161, 1.13014], [-2.43779, 3.76189, 0.28018], [7.51437, -2.15130, -0.41364], [-7.12633, -0.74756, -4.58672], [-1.19601, 5.02550, -3.61440], [-1.29249, 8.29873, 0.82692], [-6.36554, 4.38140, -2.27700], [-1.24912, -1.96454, 6.73248], [8.39261, -0.66741, -0.85103], [6.44499, 1.14884, -2.22766], [-1.31603, -3.63368, 6.16348], [1.81550, 2.85528, -3.94616]]
}

***

[2]
{
  "formula": "C45H53N9O4",
  "method": "ωB97M-V with the def2-TZVPD basis set",
  "homo_ev": -8.18,
  "smiles": "CCOCCC1=C(c2ccccn2)C(=O)OC1=O.c1cc[nH]c1.c1cc[nH]c1.c1cc[nH]c1.c1cc[nH]c1.c1cc[nH]c1.c1cc[nH]c1.c1cc[nH]c1.c1cc[nH]c1",
  "de_lowest_kj_mol": 0.0,
  "gap_ev": 7.29,
  "total_energy_ha": -2540.2344,
  "lumo_energy_ev": -0.89,
  "elements": ["O", "O", "O", "O", "N", "N", "N", "N", "N", "N", "N", "N", "N", "C", "C", "C", "C", "C", "C", "C", "C", "C", "C", "C", "C", "C", "C", "C", "C", "C", "C", "C", "C", "C", "C", "C", "C", "C", "C", "C", "C", "C", "C", "C", "C", "C", "C", "C", "C", "C", "C", "C", "C", "C", "C", "C", "C", "C", "H", "H", "H", "H", "H", "H", "H", "H", "H", "H", "H", "H", "H", "H", "H", "H", "H", "H", "H", "H", "H", "H", "H", "H", "H", "H", "H", "H", "H", "H", "H", "H", "H", "H", "H", "H", "H", "H", "H", "H", "H", "H", "H", "H", "H", "H", "H", "H", "H", "H", "H", "H", "H"],
  "xyz": [[4.27819, -3.82876, -5.74704], [0.47675, -5.90584, -5.11896], [2.26143, -4.81286, -5.96986], [1.12683, -3.93257, -0.95622], [4.26406, -2.11576, -3.21634], [2.36982, 0.02190, 0.93822], [-5.68291, 1.04542, -5.01450], [0.51660, 7.06931, -2.40390], [0.10966, 2.82782, -3.33004], [-0.65582, -1.38132, 4.92287], [1.70055, 4.61869, -0.18055], [-4.54147, -1.30751, 8.23542], [3.30776, -4.68676, 5.59177], [2.98177, -2.04350, -3.57156], [-6.45164, -1.72146, 9.27016], [0.42692, 2.74135, -4.66100], [1.40007, -4.83419, 0.11795], [2.74153, 0.94419, 2.91295], [2.17645, -0.93241, -3.32993], [2.85191, -3.53733, 5.00700], [3.94278, -2.81707, 4.59719], [-4.79639, -2.64092, 8.05641], [-0.69494, 2.33899, -5.33192], [0.56825, 9.20257, -2.98446], [-6.99436, 0.69900, -4.83461], [1.42064, 0.99759, 1.09222], [3.15825, -3.91400, -5.38283], [-0.37464, -1.50203, 3.59044], [0.03999, 8.44782, -4.06739], [0.23606, -4.52017, -1.87813], [-0.04694, 5.51627, 0.84370], [0.85135, 8.32219, -1.97332], [1.63150, 1.59495, 2.30719], [0.32786, 4.60364, -0.10468], [-1.92869, -1.81891, 5.16833], [4.77977, -1.06307, -2.59605], [-2.46957, -2.22383, 3.97890], [-6.47734, 0.54793, -7.01768], [2.19784, 5.53077, 0.70920], [2.71633, 0.14631, -2.65120], [-5.54510, -0.74046, 8.97227], [-7.51591, 0.38489, -6.06050], [0.12240, -3.68060, -3.14461], [1.13869, 6.10539, 1.35840], [-1.48258, -2.02209, 2.97441], [-1.72873, 2.17620, -4.36914], [1.72098, -4.07941, 1.40127], [0.02084, 7.13473, -3.67689], [1.22199, -4.97904, -5.08371], [3.16642, -0.02616, 2.04403], [4.67539, -4.71108, 5.56018], [-5.97606, -2.92827, 8.68864], [5.10125, -3.56323, 4.94713], [1.26385, -3.85901, -4.08968], [-1.20344, 2.48325, -3.14399], [-5.35938, 0.95551, -6.34136], [4.05228, 0.08033, -2.29218], [2.42531, -3.22100, -4.26712], [-0.04279, -2.63720, -2.87530], [2.26596, 4.05050, -0.78370], [-2.33834, -1.80640, 6.16333], [3.90928, -1.86248, 4.10094], [1.25671, 8.47751, -0.98827], [-4.36727, 1.18650, -6.69000], [-0.02120, -1.02354, 5.61308], [2.20514, -5.51479, -0.18579], [0.67138, 1.17172, 0.33825], [0.74023, 3.10243, -2.60119], [2.12342, 1.02269, -2.42000], [3.96451, -0.74547, 2.11395], [0.58530, -1.20243, 3.20029], [-0.26689, 3.95186, -0.72211], [-0.30455, 6.24667, -4.19326], [5.82669, -1.12630, -2.31882], [0.78691, -3.92484, 1.94638], [0.71989, 10.26851, -2.95159], [2.45402, -0.58739, 0.14242], [-8.52883, 0.07299, -6.25164], [0.53820, -5.54363, -2.13884], [2.72674, -5.40372, 5.98488], [-0.77991, -4.03011, -3.65621], [3.25771, 5.69076, 0.80551], [0.50495, -5.44953, 0.27904], [-5.05634, 1.32450, -4.28323], [1.14965, -0.91940, -3.67488], [3.16666, 1.15343, 3.88066], [-1.64947, 2.48508, -2.16371], [2.37310, -4.68707, 2.03004], [-3.46259, -2.61848, 3.84232], [-1.57822, -2.23411, 1.92234], [1.41813, 2.97057, -5.01322], [0.61267, 6.22867, -1.86138], [-7.35583, -1.59011, 9.84024], [-5.52954, 0.30698, 9.21942], [2.17693, -3.11004, 1.19611], [-0.76835, 2.17916, -6.39435], [6.12738, -3.28923, 4.76818], [-0.76393, -4.58958, -1.42618], [-0.28953, 8.82587, -5.02064], [1.20486, 6.86358, 2.12022], [1.04125, 2.39105, 2.72995], [-3.74215, -0.81748, 7.87994], [-2.74229, 1.86770, -4.56023], [5.22624, -5.53911, 5.97172], [-4.12328, -3.26729, 7.49593], [-6.54468, 0.38423, -8.07999], [4.52982, 0.89495, -1.76007], [-6.44755, -3.89573, 8.72933], [1.79692, -3.33335, 4.92618], [-7.44197, 0.70524, -3.85581], [-1.05946, 5.73921, 1.13490]]
}

***

[3]
{
  "formula": "C45H54N6O4",
  "method": "ωB97M-V with the def2-TZVPD basis set",
  "homo_ev": -6.93,
  "de_lowest_kj_mol": 217.5,
  "gap_ev": 6.51,
  "total_energy_ha": -2376.2183,
  "lumo_energy_ev": -0.42,
  "elements": ["O", "O", "O", "O", "N", "N", "N", "N", "N", "N", "C", "C", "C", "C", "C", "C", "C", "C", "C", "C", "C", "C", "C", "C", "C", "C", "C", "C", "C", "C", "C", "C", "C", "C", "C", "C", "C", "C", "C", "C", "C", "C", "C", "C", "C", "C", "C", "C", "C", "C", "C", "C", "C", "C", "C", "H", "H", "H", "H", "H", "H", "H", "H", "H", "H", "H", "H", "H", "H", "H", "H", "H", "H", "H", "H", "H", "H", "H", "H", "H", "H", "H", "H", "H", "H", "H", "H", "H", "H", "H", "H", "H", "H", "H", "H", "H", "H", "H", "H", "H", "H", "H", "H", "H", "H", "H", "H", "H", "H"],
  "xyz": [[1.77611, -2.83112, 1.15297], [-3.41345, -0.74281, -1.13790], [1.11979, -4.80742, 1.76845], [-4.78681, -2.03240, 0.19823], [0.85676, 0.98935, -0.78084], [0.84841, -3.67543, 1.27146], [-4.20557, -6.19783, 2.61362], [-3.50112, -1.44065, -0.13553], [-0.55493, 1.03690, 0.94711], [-4.63622, -3.00936, 1.19467], [-5.00592, 1.86220, 1.28634], [-3.11484, 2.13994, -0.16862], [-0.08113, 0.23804, -0.07828], [-1.58658, -1.25509, 3.50115], [2.36357, -2.85515, -2.52377], [-2.77993, 0.83928, 2.03540], [-2.69124, -4.25276, 1.80518], [-3.29073, -3.05309, 1.35173], [-2.97011, -1.18453, 3.35763], [-0.64160, 0.45822, -4.95043], [-0.09820, -1.24711, -0.09119], [1.60854, -0.83053, 3.15848], [0.24348, -2.59076, -3.62970], [1.03617, 1.49520, 3.79398], [-0.08455, 2.42849, 0.82533], [-3.16788, 3.34576, 2.02421], [2.10432, 0.21851, -4.24972], [3.17066, 0.84079, -1.74707], [5.31482, 0.32240, -0.43517], [0.76774, 2.40755, -0.40188], [-3.48488, 2.03462, 1.30189], [0.46771, -0.38346, 5.28230], [3.98001, 0.67186, -2.86875], [1.25638, 0.70245, -3.24612], [1.88540, -2.14861, -1.42380], [-0.80339, -0.17678, 3.09022], [1.74729, 0.75472, -1.91055], [0.56220, 0.04671, 3.81500], [-1.18578, 1.39351, -2.74781], [-0.25531, -1.90365, -2.52232], [4.43267, 2.62686, -0.48609], [-1.37250, 0.62022, 2.04979], [-3.55044, -0.06017, 2.77322], [1.54080, -3.08551, -3.61669], [-0.54685, -3.44393, 0.97145], [4.01394, 1.15025, -0.45774], [3.31264, 0.78663, 0.83226], [-3.55466, -5.29796, 2.24252], [0.54997, -1.76785, -1.39009], [-1.15262, -2.25771, 0.19457], [0.23709, 2.68735, -4.34649], [-1.33569, -4.44091, 1.50667], [3.47453, 0.18146, -4.06272], [-0.08512, 1.29233, -3.78934], [-2.54956, -2.01107, 0.69523], [1.76736, 2.83111, -0.24304], [-0.90278, 3.15800, 0.75335], [0.62208, -1.33761, 0.72024], [3.57626, 3.30779, -0.52411], [-3.36720, 1.21940, -0.69720], [1.42249, -0.17228, 5.77487], [0.48268, 2.76035, 1.70594], [-5.44678, 2.69427, 0.72262], [-5.28359, 0.93145, 0.77710], [1.91941, -3.62491, -4.47777], [3.95980, 1.03593, 1.68601], [-3.68324, 2.96243, -0.62687], [4.14220, -0.15298, -4.85536], [-1.17718, 0.54642, -2.05047], [-2.06009, 2.33785, -0.32675], [-0.73563, -0.59537, -4.67436], [-5.43286, 1.87983, 2.29423], [-3.69117, 3.37620, 2.98800], [-1.63957, 0.82984, -5.21448], [0.94852, 2.60749, -5.17723], [1.51025, 1.74907, 2.84488], [-1.28342, -1.51448, -2.50940], [2.37765, 1.32530, 0.97099], [-1.44538, -2.82087, -0.70840], [0.68862, 3.32694, -3.57740], [5.02116, 2.86353, 0.40972], [-0.02033, 0.54237, -5.84624], [-3.60942, -1.98458, 3.74110], [3.38896, -3.20870, -2.48420], [-2.17723, 1.39112, -3.22430], [2.62463, -0.56166, 3.47558], [-0.31424, 0.17437, 5.80441], [0.22421, 2.19539, 4.01649], [6.04153, 0.65014, -1.18444], [5.10863, -0.74404, -0.58324], [0.34345, 3.01293, -1.21755], [-0.40112, -2.73418, -4.49012], [5.79860, 0.43963, 0.54281], [1.44502, -1.89274, 3.37166], [-2.09907, 3.46761, 2.22677], [-3.50799, 4.19218, 1.41273], [5.05365, 2.82591, -1.36903], [1.81429, 1.62983, 4.55573], [-0.88388, -5.39291, 1.77952], [5.05023, 0.87504, -2.80864], [3.10932, -0.28946, 0.86918], [2.54048, -1.88730, -0.59579], [-0.67802, 3.16882, -4.71391], [-1.12614, -2.11295, 3.99920], [1.55619, -0.70013, 2.07874], [0.27852, -1.45441, 5.38640], [-1.10967, 2.32817, -2.18758], [-4.63485, 0.05742, 2.83306], [1.71136, -0.10049, -5.21586]]
}